[1]
ORCA calculation (ωB97M-V with the def2-TZVPD basis set) on C13H22AlBClF5N2O8P as an isolated structure in a non-equilibrium geometry.

## Properties
* total charge: -1
* highest occupied orbital energy: -4.79 eV

The geometry in XYZ format:
```
54
Properties=species:S:1:pos:R:3:lowdin_charge:R:1
C -2.33229 2.50330 1.94800 -0.08
N -2.13336 1.21603 1.27359 -0.05
C -2.19564 1.38615 -0.18693 -0.07
B -1.06796 0.43004 1.80723 -0.51
O -0.61643 0.73602 3.10095 0.11
C -0.42010 -0.89137 1.14929 -0.29
C -0.72078 -1.99931 2.20469 -0.03
C -0.98453 -3.34242 1.53163 -0.27
O -2.34077 -3.43253 1.14274 0.02
C -0.65646 -4.50084 2.45864 -0.62
F -1.06025 -4.30552 3.72518 0.14
F -1.20682 -5.64262 2.06980 0.16
F 0.65602 -4.69642 2.51530 0.15
O -0.90261 -1.27913 -0.14127 -0.15
Al 0.25296 -0.78509 -1.40004 0.04
C -0.21018 0.46150 -2.87055 -0.23
C 0.72075 1.69244 -2.87907 -0.28
C 0.33867 2.76707 -3.92470 -0.20
C -0.31641 4.02475 -3.34711 -0.28
O 0.33330 4.55483 -2.19250 -0.09
P 1.19504 -2.65592 -2.56127 0.42
O 2.53398 -1.89177 -3.19554 -0.49
Cl 2.10474 -3.80875 -1.03646 0.10
O 1.41557 -0.10607 -0.20704 -0.09
C 1.12243 -0.86134 0.92306 -0.32
N 1.93681 -0.39488 2.09134 0.13
C 2.95070 -1.30283 2.48716 -0.48
O 3.22018 -1.58875 3.59315 0.20
F 3.64022 -1.83348 1.45144 0.11
C 2.43810 0.92300 1.90034 -0.46
O 1.95069 1.93475 2.22897 0.22
F 3.66307 0.90389 1.29948 0.12
H -1.44417 3.14677 1.89688 0.10
H -3.16107 3.03044 1.45854 0.08
H -2.59929 2.35217 2.99597 0.08
H -1.26586 1.79987 -0.59953 0.09
H -2.40002 0.42945 -0.66641 0.08
H -3.01702 2.07372 -0.43083 0.08
H -1.15259 0.34615 3.79830 0.11
H 0.11280 -2.07719 2.91433 0.13
H -1.61544 -1.77335 2.79918 0.13
H -0.30587 -3.46529 0.67560 0.13
H -2.37128 -3.50061 0.18222 0.11
H -0.08092 -0.07288 -3.82622 0.05
H -1.25594 0.79843 -2.81842 0.05
H 0.74494 2.15219 -1.88283 0.09
H 1.74987 1.35991 -3.07598 0.10
H -0.38204 2.32261 -4.62317 0.11
H 1.21423 3.07072 -4.51898 0.10
H -0.35557 4.79823 -4.13042 0.10
H -1.35102 3.81964 -3.04443 0.11
H 1.28280 4.40453 -2.28175 0.08
H 2.95546 -1.30950 -2.54606 0.02
H 1.38936 -1.92075 0.76450 0.10
```

=====

[2]
ORCA calculation (ωB97M-V with the def2-TZVPD basis set) on one molecule with the formula C13H19N in a non-equilibrium geometry.

## Properties
* total charge: 0
* highest occupied orbital energy: -8.94 eV
* SMILES: C[C@@H]1CCCC[C@]1(N)c1ccccc1

The geometry in XYZ format:
```
33
Properties=species:S:1:pos:R:3:lowdin_charge:R:1
C -0.78830 -1.40762 -1.66232 -0.04
C -1.10258 -1.15769 -0.15947 -0.30
C -2.64627 -1.12602 0.06438 -0.16
C -3.28114 0.17327 -0.47572 -0.17
C -2.62423 1.46052 0.13124 -0.19
C -1.14594 1.40842 -0.07293 -0.17
C -0.47219 0.09858 0.49012 -0.45
N -0.79487 0.11110 1.93042 0.08
C 1.01505 0.12158 0.17108 -0.17
C 1.65431 1.13660 -0.57056 -0.02
C 3.06120 1.08883 -0.77126 -0.09
C 3.81092 0.06267 -0.26554 -0.11
C 3.20851 -0.92671 0.51667 -0.09
C 1.84581 -0.86651 0.74086 -0.05
H -1.43120 -2.26075 -1.99672 0.09
H 0.24108 -1.66991 -1.83340 0.06
H -1.02248 -0.52053 -2.26749 0.08
H -0.75089 -2.02125 0.38294 0.12
H -2.75812 -1.24553 1.16115 0.11
H -3.02996 -2.00399 -0.41573 0.09
H -4.35374 0.17148 -0.34305 0.10
H -3.10197 0.13841 -1.54494 0.10
H -2.82481 1.47633 1.21354 0.11
H -3.06301 2.32986 -0.36169 0.11
H -0.91114 1.49568 -1.12282 0.10
H -0.64007 2.27541 0.40494 0.13
H -0.26217 0.86692 2.42882 0.12
H -0.45182 -0.73583 2.38412 0.07
H 1.06375 1.98257 -1.00600 0.11
H 3.49617 1.90955 -1.36639 0.11
H 4.85381 -0.06883 -0.48657 0.10
H 3.85834 -1.70537 0.95922 0.11
H 1.44145 -1.58742 1.47780 0.12
```

=====

| no. | DFT total energy (eV) | Kohn-Sham gap (Ha) |
| --- | --- | --- |
| 1 | -75878.8158 | 0.2745 |
| 2 | -15279.6166 | 0.3622 |